Record 1
C36H58BMgN6 as an isolated structure, computed with the ωB97M-V functional and the def2-TZVPD basis.

Output
* lowest unoccupied orbital energy: -2.802 eV
* net charge: +1

The geometry in XYZ format:
```
102
Properties=species:S:1:pos:R:3:forces:R:3
Mg 9.4722 10.4871 9.4417 0.61 0.70 -0.37
C 11.0229 13.0543 14.1894 -0.31 1.22 0.40
C 11.7350 12.8473 12.8835 0.26 0.62 -0.98
C 11.5672 13.7559 11.7955 -0.10 -1.94 0.10
C 10.9676 15.0771 12.0181 -1.18 0.98 -0.78
C 11.8850 13.3268 10.4893 0.10 0.45 0.39
C 11.5132 14.1716 9.3005 0.38 0.95 -0.20
C 12.6638 12.1878 10.2998 -0.06 -0.50 0.24
C 13.0736 11.7022 8.9314 -0.04 -0.16 -0.19
C 13.1168 11.4778 11.4131 -0.11 0.31 0.73
C 14.1911 10.4280 11.2728 0.53 -0.19 0.66
C 12.5987 11.7769 12.7045 0.50 -0.67 -0.65
C 13.0311 10.9404 13.8836 -0.32 0.30 1.01
H 11.6740 13.5034 14.9721 -0.31 -0.40 -0.36
H 10.5941 12.1236 14.5779 0.17 0.18 -0.09
H 10.1851 13.7745 14.0548 0.47 -0.53 0.10
H 9.8712 15.0581 11.8531 0.31 0.05 0.14
H 11.3611 15.7942 11.2909 -0.02 0.01 0.25
H 11.1320 15.4896 12.9958 0.18 0.02 0.49
H 12.3967 14.7569 8.9368 -0.62 -0.40 0.22
H 10.7468 14.9008 9.5879 0.13 -0.20 -0.32
H 11.1402 13.6200 8.4276 0.13 -0.06 0.31
H 12.2631 11.7791 8.1746 0.48 0.07 0.34
H 13.3414 10.6482 9.0425 -0.09 0.21 -0.41
H 13.9681 12.2202 8.5451 -0.40 -0.06 0.00
H 14.8770 10.4916 12.1644 -0.61 -0.21 -0.96
H 14.8066 10.5559 10.3603 -0.35 -0.10 0.65
H 13.7304 9.4226 11.2679 0.36 0.22 -0.01
H 13.1079 9.8873 13.6768 0.11 -0.46 -0.37
H 12.3252 11.0092 14.7320 0.27 0.10 -0.47
H 13.9991 11.2554 14.3103 -0.21 0.01 -0.34
C 9.7680 8.0361 13.7638 -0.53 0.41 2.73
C 10.2188 8.1873 12.4143 0.87 -0.89 -1.84
C 11.2079 7.4135 11.7702 -1.15 1.11 -0.61
C 11.1346 7.8341 10.4140 0.76 -0.33 0.93
N 10.2580 8.8227 10.2739 -0.02 0.12 0.89
N 9.6331 9.0305 11.5362 1.20 -1.04 -1.30
B 8.1606 9.5668 11.5007 0.13 -0.38 -0.51
N 7.4495 9.0392 10.1847 0.23 0.61 -1.87
N 7.9195 9.4471 8.9135 -1.56 -1.39 0.24
C 7.1591 8.8635 7.9839 0.14 -0.36 0.93
C 6.1416 8.0670 8.6122 1.87 1.45 -0.41
C 6.3875 8.2350 9.9513 -0.11 -0.07 1.44
C 5.6204 7.6899 11.0987 -0.82 -0.94 0.02
C 7.5192 9.0065 6.5233 -0.70 -0.21 -0.70
C 8.6234 10.0626 6.3584 0.48 0.29 0.29
C 6.2587 9.4821 5.7161 0.08 -0.96 0.30
C 7.9528 7.5999 5.9430 -0.81 0.46 0.05
N 8.1999 11.1281 11.5167 -1.41 1.98 -0.96
N 8.1590 11.8311 10.2659 0.26 -0.11 0.52
C 7.4995 12.9751 10.4271 -0.32 -0.30 2.01
C 7.1097 13.0999 11.8246 0.75 -0.81 -1.50
C 7.5400 11.9249 12.4139 0.12 0.46 -1.01
C 7.3956 11.5674 13.8118 -0.55 -0.01 1.83
C 7.0591 13.9534 9.3489 -0.11 -0.22 0.20
C 7.8497 13.7345 8.0716 1.00 0.12 -1.08
C 5.5645 13.6383 9.0669 -0.16 0.25 -0.12
C 7.2387 15.3841 9.9037 0.06 -0.01 -0.21
C 11.8618 7.1415 9.2680 -1.26 -0.19 0.28
C 10.9493 5.8516 8.9675 -0.06 1.67 0.45
C 13.2855 6.7005 9.6955 -0.95 -0.06 -0.30
C 11.8779 8.0796 8.0532 0.29 -0.41 -0.75
H 10.0805 7.0566 14.1609 -0.21 0.47 -0.06
H 8.6732 8.1535 13.8696 0.53 -0.25 -0.11
H 10.2025 8.8324 14.4249 -0.22 -0.65 -0.45
H 11.8321 6.6109 12.1646 -0.41 0.46 0.02
H 7.6172 9.1128 12.4259 -0.46 0.09 0.52
H 5.4051 7.4794 8.1256 -0.48 -0.33 -0.09
H 4.8178 7.0387 10.6727 0.64 0.38 0.63
H 5.1396 8.4769 11.6806 -0.03 0.10 -0.12
H 6.2379 7.1222 11.8183 -0.22 0.10 -0.52
H 8.2729 11.0884 6.5320 -0.29 -0.27 -0.21
H 9.0964 10.0351 5.3738 -0.16 -0.08 0.04
H 9.4481 9.9533 7.0944 -0.14 -0.41 -0.45
H 5.8030 10.3700 6.0982 -0.17 0.64 0.76
H 5.4634 8.7093 5.6985 0.55 0.29 -0.03
H 6.5067 9.7561 4.7021 0.32 -0.32 -0.47
H 8.9223 7.2912 6.3291 -0.06 -0.16 0.23
H 8.0476 7.6736 4.8576 0.07 0.17 0.00
H 7.1708 6.8110 6.1074 0.77 0.77 0.20
H 6.6140 13.9436 12.3006 0.12 -0.44 -0.16
H 7.7247 12.4202 14.4197 -0.15 -0.16 -0.04
H 8.0019 10.7292 14.1148 0.24 -0.33 -0.06
H 6.3550 11.3410 14.1215 0.47 0.15 -0.36
H 7.5471 12.8036 7.5645 0.09 0.17 0.36
H 8.9510 13.6868 8.2528 -0.77 0.03 -0.01
H 7.7188 14.5250 7.2949 -0.16 -0.32 0.78
H 5.4339 12.6321 8.6566 0.15 0.03 0.16
H 5.0958 14.3263 8.3504 0.47 0.04 0.02
H 4.9616 13.7217 9.9665 0.04 -0.10 0.24
H 8.2838 15.5686 10.1777 -0.16 -0.12 0.12
H 6.5872 15.6210 10.7591 0.26 -0.28 -0.27
H 7.0118 16.1025 9.1233 -0.18 0.11 -0.19
H 10.8170 5.2527 9.8737 0.04 0.13 -0.17
H 11.3681 5.2522 8.1980 0.72 -0.60 -0.65
H 9.9600 6.1578 8.5786 0.32 0.05 0.43
H 13.2655 5.9880 10.5350 0.00 0.35 -0.28
H 13.8853 7.5675 9.9412 0.20 0.12 0.18
H 13.7344 6.2018 8.8450 0.24 -0.16 -0.13
H 10.8810 8.4069 7.7230 0.04 -0.29 0.34
H 12.2903 7.5260 7.1928 0.01 0.29 0.22
H 12.4756 8.9927 8.1887 -0.01 -0.41 0.15
```
Positions in Å, forces in eV/Å.

=====

Record 2
C25H40N4O2 as an isolated structure, computed with the ωB97M-V functional and the def2-TZVPD basis.

Output
* lowest unoccupied orbital energy: 0.388 eV
* net charge: 0

The geometry in XYZ format:
```
71
Properties=species:S:1:pos:R:3:forces:R:3
O 2.2139 1.5258 -1.1214 -2.11 -3.50 -0.58
C 1.6064 0.3821 -1.2238 9.75 2.09 -0.36
N 2.3334 -0.8590 -1.3773 5.05 7.88 0.34
H 1.8997 -1.5957 -1.6954 -3.05 -4.65 -2.32
C 3.7864 -0.6999 -1.9977 1.44 -3.92 8.17
C 4.2086 0.0846 -3.1270 -1.43 -1.62 -2.86
C 5.7649 0.1154 -3.4079 -3.93 -4.34 -4.46
C 6.0445 -1.6033 -3.7284 2.61 2.97 3.38
C 5.8320 -2.3645 -2.4215 -2.48 4.94 1.64
C 4.2810 -2.2033 -2.0024 0.75 -4.44 -1.36
H 4.2288 -2.9683 -0.9901 -0.54 2.89 -2.52
H 3.8172 -2.8390 -2.8754 -0.06 1.16 1.54
C 6.5347 -1.5585 -1.3649 6.59 -6.92 5.22
C 6.2046 -0.2711 -0.9443 -4.60 2.74 -7.30
C 4.6687 -0.2026 -0.7873 -0.11 4.52 4.42
H 4.6230 -0.6144 0.3118 -1.26 -0.03 -2.20
H 4.3488 1.0447 -0.5554 0.97 -3.66 -0.85
C 6.5025 0.6455 -2.2892 -4.22 -1.89 2.67
H 7.4080 0.4244 -2.5211 6.52 -0.18 -1.00
H 6.2243 1.6152 -2.0828 -0.07 2.38 0.38
H 6.7806 0.1996 -0.3008 2.27 1.57 3.86
H 6.6456 -2.2383 -0.1575 -1.33 1.17 -3.04
H 7.7356 -1.7897 -1.3466 -2.32 1.18 -1.10
H 6.2476 -3.3069 -2.3298 0.17 -2.20 -0.42
H 7.0658 -1.8378 -4.0065 0.38 0.51 -0.41
H 5.4288 -2.0018 -4.4141 -2.37 -0.73 -2.84
H 5.7791 0.6439 -4.4566 0.67 -0.76 2.10
H 3.5405 -0.6076 -3.8541 1.60 2.67 -0.24
H 3.9418 1.1001 -2.9306 -1.02 0.70 -0.52
N 0.3883 0.2177 -1.1294 -6.35 -8.19 -0.27
H 0.0478 -0.9136 -1.0458 1.00 4.39 -0.35
C -0.5236 1.1773 -0.9281 -1.57 3.02 5.62
C -1.8228 1.0900 -1.5459 0.99 3.60 -5.92
H -1.6297 1.4180 -2.7310 -1.05 -0.89 2.81
H -2.1956 0.1632 -1.5461 -1.20 -4.01 -0.12
C -2.8446 1.9307 -0.8982 8.61 5.81 -8.57
N -3.1905 1.6721 0.2345 5.00 3.04 17.72
C -3.8034 0.8010 0.8856 -8.14 -8.31 -8.81
O -4.5910 0.1330 -0.1442 2.11 1.74 4.80
N -3.7060 0.2043 2.0551 3.34 6.43 3.83
H -3.4639 1.0290 2.7778 0.13 -2.34 -1.59
C -4.6347 -0.5974 2.6516 -9.73 0.38 -8.75
C -4.1009 -1.6291 3.3665 -3.93 -1.15 4.96
C -5.1439 -2.0920 4.3799 -0.54 -2.15 3.70
C -6.5048 -2.3823 3.7828 -4.18 3.90 3.88
C -7.2692 -0.8182 3.6084 10.25 -2.24 0.31
C -6.0511 0.2125 3.2591 -0.80 -3.04 -3.23
H -6.4825 1.0635 2.6434 1.30 -0.97 0.68
H -5.6058 0.3986 4.1207 1.23 2.35 4.28
H -7.6754 -0.9526 2.7737 -4.83 -0.55 -6.32
H -7.6789 -0.5666 4.4541 -2.84 1.33 4.17
H -7.2892 -2.8721 4.5284 2.05 0.81 -0.82
H -6.7494 -2.9544 2.9516 0.87 -0.82 -2.06
H -4.8915 -3.0966 4.8291 0.63 0.90 -0.47
H -5.2633 -1.4677 5.4360 0.20 -1.01 -3.01
H -3.7463 -2.4752 3.0184 1.64 -3.78 -3.17
H -3.3614 -1.1893 3.8174 4.71 1.86 3.54
H -5.2003 -1.1065 1.6172 1.52 1.32 2.51
C -1.9081 2.1176 1.1212 -0.66 5.65 0.99
H -2.0750 2.3947 2.4191 0.52 -1.58 -4.06
C -0.8699 1.2437 0.6353 4.06 -3.25 3.83
H 0.1349 1.5454 1.3283 -2.29 -0.97 -2.19
H -1.1316 0.1810 1.0023 0.52 1.11 -0.60
C -1.4972 3.6588 0.4633 -15.72 -2.73 1.93
H -0.6315 3.9375 0.4008 9.74 2.52 -0.46
H -2.1926 4.4269 1.0810 2.20 -1.54 -0.85
C -2.3194 3.6382 -0.9380 1.42 -6.92 6.69
H -1.5966 3.6874 -1.5613 4.35 0.39 -5.16
H -3.0003 4.3328 -1.0499 -3.76 3.11 -0.36
H -3.6662 2.1416 -1.2271 -8.83 1.04 -6.92
H 0.0402 2.0778 -0.8998 0.14 1.25 -1.51
```
Positions in Å, forces in eV/Å.

=====

Record 3
An isolated ion of composition C4H6N3 and charge +1, computed with the ωB97M-V functional and the def2-TZVPD basis.

Output
* lowest unoccupied orbital energy (spin up / spin down): -6.755 / -7.266 eV
* energy relative to the best compared isomer or geometry (same formula, charge and spin): 582.0 kJ/mol
* net charge: +1

The geometry in XYZ format:
```
13
Properties=species:S:1:pos:R:3:forces:R:3
C -2.2564 0.1066 -1.3656 -0.60 -0.46 -0.30
C -0.9976 -0.0079 -0.8975 2.56 -0.24 1.07
C 1.2629 -0.0135 -0.2345 -1.61 2.83 1.31
C 0.7268 -0.0194 1.2914 -1.09 -2.84 -1.75
N -3.3912 0.1486 -1.5897 -0.21 0.17 -0.13
N 0.1684 -0.5109 -1.1129 -2.54 1.74 0.85
N -0.2847 0.9911 1.3764 -1.22 -0.89 -0.81
H 1.4603 1.0691 -0.5804 -0.43 -1.53 0.75
H 2.1319 -0.5212 -0.4337 1.91 -1.67 -0.15
H 0.4830 -1.1455 1.6382 0.10 2.41 -0.95
H 1.5313 0.2289 1.9186 1.41 0.79 0.85
H 0.3080 -1.0609 -1.9498 0.43 -0.32 -0.26
H -1.1426 0.7350 1.9394 1.29 0.00 -0.48
```
Positions in Å, forces in eV/Å.

=====

Record 4
A 9-piece molecular cluster, C18H46N8O19P2SSi overall, computed with the ωB97M-V functional and the def2-TZVPD basis.

Output
* SMILES: CCP(C)[Si@](CCCC(=O)O)(C[C@H]1CO1)[PH2]=S.C[N+](=O)[O-].C[N+](=O)[O-].C[N+](=O)[O-].C[N+](=O)[O-].C[N+](=O)[O-].C[N+](=O)[O-].C[N+](=O)[O-].C[N+](=O)[O-]
* lowest unoccupied orbital energy: -0.493 eV
* energy relative to the best compared isomer or geometry (same formula, charge and spin): 0.0 kJ/mol
* net charge: 0

The geometry in XYZ format:
```
95
Properties=species:S:1:pos:R:3:forces:R:3
C -3.3932 -4.1518 -0.8922 -0.01 -0.01 -0.18
C -3.4113 -2.7636 -1.5590 -0.01 -0.51 0.27
P -2.6154 -1.3438 -0.6602 -0.32 0.73 -0.29
C -2.2691 -1.8816 1.0574 0.34 -0.43 0.01
Si -0.6170 -1.0906 -1.6586 0.01 -0.13 0.06
C 0.7647 -0.4797 -0.5433 -0.36 0.17 -0.24
C 0.7001 0.9829 -0.0929 0.43 0.02 0.42
C -0.1828 1.2370 1.1160 -0.17 -0.08 -0.45
C 0.3274 0.6116 2.3798 0.22 -0.13 -0.10
O 1.4130 0.1229 2.4968 0.24 0.00 0.05
O -0.4808 0.7434 3.4649 -0.10 -0.23 0.29
C -0.7899 -0.1235 -3.2796 -1.15 -0.15 0.01
C -1.9866 0.8012 -3.2439 2.33 -0.41 0.84
C -2.0738 1.7402 -1.9302 -2.17 -0.46 -0.84
O -1.8040 2.0800 -3.4796 -1.03 0.63 -0.73
P 0.0713 -3.1856 -2.2217 0.27 0.09 0.60
S 0.2207 -4.2717 -0.5850 0.03 -0.15 0.04
H -4.4000 -4.4709 -0.6444 -0.16 -0.01 0.12
H -2.7888 -4.1945 0.0036 0.11 0.01 0.12
H -2.9841 -4.8964 -1.5664 0.10 -0.13 -0.10
H -4.4435 -2.4718 -1.7188 -0.16 0.17 -0.01
H -2.9871 -2.8478 -2.5561 0.17 0.20 -0.17
H -3.0300 -2.5849 1.3797 -0.23 0.00 0.04
H -1.3174 -2.3906 1.1754 0.15 -0.05 0.02
H -2.3167 -1.0390 1.7350 -0.06 0.20 -0.02
H 1.7004 -0.6225 -1.0824 0.11 -0.15 -0.18
H 0.8115 -1.1518 0.3083 0.07 -0.12 0.20
H 0.3989 1.6465 -0.8939 -0.16 0.08 -0.18
H 1.7069 1.2759 0.1973 0.17 0.07 -0.02
H -0.2248 2.3035 1.3250 -0.07 0.19 0.00
H -1.2130 0.9470 0.9098 -0.21 -0.07 0.13
H -1.3090 0.2602 3.3351 -0.18 0.21 0.07
H 0.0626 0.5142 -3.4871 0.35 -0.11 -0.01
H -0.9799 -0.8229 -4.0916 0.38 -0.07 -0.22
H -2.9409 0.4009 -3.5802 -0.16 -0.24 0.31
H -2.3447 2.7739 -1.7126 1.38 0.17 1.09
H -3.1570 1.4202 -1.8642 -0.09 0.58 -0.27
H 1.3095 -3.0602 -2.8785 -0.10 -0.03 -0.35
H -0.7657 -3.7157 -3.2223 0.09 0.02 -0.14
C -1.1502 -1.7739 6.2378 0.08 -0.11 0.08
N -1.8440 -2.2323 5.0035 0.19 -0.09 0.12
O -1.9413 -3.4194 4.8011 0.00 0.00 0.00
O -2.2689 -1.3657 4.2644 -0.22 0.13 -0.16
H -0.8273 -2.6465 6.7919 -0.01 -0.04 -0.03
H -0.3080 -1.1645 5.9222 -0.04 0.07 -0.04
H -1.8623 -1.1813 6.8036 0.01 0.07 -0.04
C 2.1204 -0.3135 -6.7002 -0.10 0.07 -0.07
N 1.6485 -1.4867 -5.9161 0.03 0.02 -0.06
O 0.4564 -1.6363 -5.7699 -0.09 -0.04 -0.04
O 2.4995 -2.2250 -5.4648 0.08 0.02 0.09
H 1.2537 0.2448 -7.0310 -0.04 -0.02 0.01
H 2.7515 0.2788 -6.0450 0.07 -0.04 0.00
H 2.6928 -0.6970 -7.5392 0.07 -0.02 0.03
C -0.2842 5.7945 1.5356 0.06 -0.35 0.03
N -1.0116 4.8486 0.6463 -0.03 0.04 0.01
O -2.1581 4.5683 0.9260 -0.09 -0.02 0.02
O -0.4113 4.4089 -0.3136 0.11 0.02 -0.10
H -0.9429 6.0872 2.3355 -0.10 0.02 0.05
H 0.5871 5.2656 1.9137 0.04 0.01 -0.07
H 0.0096 6.6451 0.9363 0.05 0.03 -0.06
C 2.2574 -4.6736 3.2523 0.00 0.13 -0.13
N 2.2098 -4.6713 4.7384 0.04 0.23 0.05
O 2.5972 -3.6697 5.3165 -0.05 0.00 -0.11
O 1.7829 -5.6577 5.2868 -0.06 -0.20 0.03
H 2.6554 -3.7222 2.9208 -0.01 0.02 0.04
H 2.8923 -5.4994 2.9483 -0.06 -0.07 0.01
H 1.2410 -4.8212 2.8978 0.02 -0.07 -0.01
C 4.5695 -3.0445 7.6739 0.15 0.18 0.06
N 4.5297 -3.0306 9.1624 0.01 0.01 -0.08
O 4.9139 -2.0324 9.7340 0.03 0.10 0.04
O 4.1061 -4.0267 9.7070 -0.03 -0.10 0.05
H 4.9680 -2.0953 7.3372 0.01 0.02 0.03
H 5.2073 -3.8708 7.3768 -0.06 -0.07 0.00
H 3.5594 -3.1986 7.3205 -0.08 -0.12 -0.03
C 4.2028 -5.0149 -5.8757 0.08 -0.02 0.10
N 4.8021 -4.8443 -7.2269 -0.01 0.01 0.07
O 6.0098 -4.8294 -7.3182 0.10 -0.01 0.00
O 4.0293 -4.7185 -8.1534 -0.09 0.02 -0.08
H 5.0056 -5.1066 -5.1547 0.04 0.00 -0.03
H 3.5935 -4.1365 -5.6909 -0.05 -0.08 0.01
H 3.5895 -5.9101 -5.9007 -0.06 0.02 -0.05
C -2.3816 4.9774 -4.4983 0.14 0.05 -0.05
N -3.3233 5.4471 -5.5501 0.06 0.00 0.05
O -2.8636 6.0316 -6.5080 0.05 0.04 -0.08
O -4.4987 5.2060 -5.3787 -0.11 -0.02 0.03
H -1.3778 5.2639 -4.7867 0.00 0.04 -0.04
H -2.6727 5.4521 -3.5662 -0.07 -0.05 0.02
H -2.4764 3.8981 -4.4276 -0.07 0.05 0.06
C -1.7642 10.3023 2.9555 -0.03 0.09 -0.10
N -1.2329 8.9789 2.5288 -0.10 0.24 0.06
O -1.0299 8.8048 1.3462 0.02 0.02 -0.06
O -1.0393 8.1621 3.4037 0.04 -0.01 0.08
H -1.8848 10.9200 2.0747 0.01 -0.02 -0.03
H -2.7131 10.1236 3.4510 0.02 -0.02 0.07
H -1.0458 10.7292 3.6478 -0.02 -0.04 0.06
```
Positions in Å, forces in eV/Å.

=====

Record 5
C5H6BN3O4Rb as an isolated structure, computed with the ωB97M-V functional and the def2-TZVPD basis.

Output
* lowest unoccupied orbital energy: -3.650 eV
* net charge: +1

The geometry in XYZ format:
```
20
Properties=species:S:1:pos:R:3:forces:R:3
C 2.6189 -0.2104 -0.4487 0.57 -0.43 -0.08
O 1.7237 -0.4324 0.6727 -0.44 0.46 -0.32
B 0.5589 0.3374 0.6089 0.18 -0.33 -0.36
O 0.4684 1.5656 1.1448 0.16 -0.25 -0.35
C -0.7674 -0.3433 -0.0973 0.40 -0.63 0.61
C -0.6260 -1.8413 0.0287 -0.93 1.25 -0.46
N -0.5884 -2.9472 0.3280 -2.65 0.23 -3.52
C -2.0913 0.0435 0.6508 0.39 -0.58 -0.49
C -2.7099 1.2058 0.0253 -0.48 -0.07 0.53
N -3.3603 2.0571 -0.3828 0.28 0.12 -0.16
O -0.8727 -0.0473 -1.4709 -0.53 -0.16 -0.17
N -0.0089 1.0858 -1.8138 -0.05 0.79 0.01
O -0.4833 1.7355 -2.6305 0.29 -0.53 0.06
H 2.5415 -1.0373 -1.1559 -0.18 0.06 -0.03
H 2.4063 0.7248 -0.9612 -0.03 0.03 0.05
H 3.6467 -0.1923 -0.0923 -0.09 0.07 0.19
H 1.3637 1.9057 1.2986 -0.23 0.21 0.40
H -2.7703 -0.8072 0.5750 -0.25 0.20 -0.07
H -1.9003 0.1979 1.7124 -0.01 0.26 -0.02
Rb 0.8506 -3.0005 2.0083 3.60 -0.72 4.17
```
Positions in Å, forces in eV/Å.

=====

Record 6
An isolated ion of composition C4H4NO2 and charge -1, computed with the ωB97M-V functional and the def2-TZVPD basis.

Output
* SMILES: [H]/N=C(/C)C1=C([O-])O1
* lowest unoccupied orbital energy: 4.258 eV
* energy relative to the best compared isomer or geometry (same formula, charge and spin): 391.5 kJ/mol
* net charge: -1

The geometry in XYZ format:
```
11
Properties=species:S:1:pos:R:3:forces:R:3
H 1.1738 -0.1306 -2.0736 -1.42 0.08 0.44
N 0.2172 0.2687 -1.8371 1.97 -1.23 1.75
C -0.0453 0.0554 -0.5503 -2.18 1.64 0.60
C -1.2946 0.8720 -0.1099 -3.09 1.99 0.03
C 0.3413 -0.7866 0.5626 -1.17 0.42 -4.37
C 1.3612 -1.0877 1.3928 0.05 -0.20 -2.22
O 1.8388 -1.0879 2.4598 1.54 -0.03 2.91
O 1.6584 -1.6370 0.1764 0.40 -0.17 1.10
H -2.0106 0.4337 0.6603 1.42 0.03 -0.59
H -2.0783 1.1433 -0.9313 1.72 -0.99 0.60
H -1.1618 1.9566 0.2503 0.76 -1.54 -0.22
```
Positions in Å, forces in eV/Å.

=====

Short version: E_tot = -53334.506; -36606.906; -8702.472; -107499.774; -19265.974; -9795.735 eV, in the order given.